# 1
A structure of composition C24H38O19. Source: the OMol25 dataset; level of theory: ωB97M-V with the def2-TZVPD basis set.

Values from the calculation:
HOMO level	-7.358	eV

Last column: Mulliken charge in e.
CARTESIAN COORDINATES (ANGSTROEM)
C (0.0573, -2.3428, 0.8187)  -0.527
C (-0.8780, -3.4572, 0.3189)  0.709
C (-1.9115, -3.0049, -0.7018)  0.319
O (-1.3475, -3.5478, -1.9501)  -0.412
C (-0.4230, -4.5322, -1.6932)  0.672
O (0.0036, -5.4506, -2.4275)  -0.624
O (-0.0678, -4.3867, -0.3649)  -0.522
H (-0.5679, -1.4957, 1.1009)  0.696
H (0.9183, -2.1169, 0.1896)  -0.175
H (0.5048, -2.5991, 1.7791)  0.686
H (-1.2493, -3.9993, 1.1886)  0.178
H (-2.0122, -1.9203, -0.6598)  0.122
H (-2.9201, -3.3348, -0.4528)  0.185
C (-3.0263, -1.9437, 3.8097)  -1.727
C (-3.0204, -2.1567, 2.2927)  0.488
C (-4.2603, -1.5329, 1.6690)  -0.543
O (-3.6459, -0.5143, 0.8854)  -0.458
C (-2.3350, -0.6992, 0.7852)  0.295
O (-1.6017, -0.0838, 0.0186)  -1.138
O (-1.8817, -1.6267, 1.6374)  -0.012
H (-2.9243, -0.8768, 4.0081)  0.385
H (-2.2537, -2.5453, 4.2886)  0.382
H (-3.9780, -2.2577, 4.2382)  0.454
H (-2.9346, -3.2346, 2.1554)  0.270
H (-4.9870, -1.0093, 2.2902)  0.399
H (-4.8190, -2.2735, 1.0967)  0.265
C (1.7729, 3.0502, -1.8572)  -1.943
C (0.2345, 3.3735, -1.6758)  0.019
C (-0.6240, 2.8635, -2.8161)  -0.301
O (-1.6588, 2.1615, -2.1817)  -0.376
C (-1.4943, 2.2197, -0.8737)  0.641
O (-2.2816, 1.7191, -0.0686)  -0.566
O (-0.3606, 2.8192, -0.5677)  -0.148
H (1.7955, 2.0320, -1.4690)  0.028
H (2.3474, 3.7952, -1.3067)  0.441
H (2.0747, 3.1953, -2.8945)  0.464
H (0.1758, 4.4568, -1.5706)  0.644
H (-0.0352, 2.1375, -3.3767)  0.166
H (-0.9601, 3.6754, -3.4610)  0.403
C (3.1833, -1.3146, 1.3005)  -1.862
C (2.5301, -0.8259, 0.0340)  0.653
C (3.3924, -0.0680, -0.9308)  0.348
O (3.2555, -0.7813, -2.1274)  -0.345
C (2.3898, -1.7165, -1.9926)  0.958
O (1.9747, -2.4833, -2.8424)  -0.605
O (2.0430, -1.8998, -0.7061)  -0.255
H (3.9691, -2.0608, 1.1834)  0.464
H (2.3838, -1.7138, 1.9246)  0.163
H (3.5861, -0.4401, 1.8116)  0.430
H (1.7917, -0.1057, 0.3863)  -0.456
H (4.3859, 0.0106, -0.4894)  0.481
H (2.8952, 0.8977, -1.0216)  0.393
C (-0.5483, -1.7956, -3.0941)  -0.725
C (-0.2513, -0.2888, -3.2744)  0.726
C (0.6801, 0.2929, -2.2629)  -0.006
O (1.6426, 0.9814, -3.0657)  -0.586
C (1.4547, 0.7939, -4.3996)  0.786
O (2.2680, 1.0319, -5.2862)  -0.683
O (0.4794, -0.0601, -4.5139)  -0.455
H (-1.0637, -2.1803, -3.9741)  0.605
H (-1.1747, -2.0023, -2.2263)  -0.760
H (0.2821, -2.4578, -2.8491)  0.020
H (-1.1171, 0.3719, -3.3194)  0.446
H (1.2245, -0.3755, -1.5959)  0.343
H (0.1110, 1.0345, -1.7023)  -0.414
C (0.3984, 3.4910, 4.8348)  -1.518
C (0.3707, 3.6954, 3.3448)  0.383
C (1.6954, 3.5494, 2.6105)  -0.517
O (1.2654, 2.6904, 1.5453)  -0.460
C (0.0618, 2.1494, 1.7635)  0.453
O (-0.3087, 1.1149, 1.1952)  -0.458
O (-0.4920, 2.7097, 2.8164)  -0.393
H (1.1097, 4.1511, 5.3313)  0.395
H (0.6487, 2.4491, 5.0341)  0.369
H (-0.5610, 3.7241, 5.2968)  0.349
H (-0.0999, 4.6562, 3.1362)  0.316
H (2.4701, 3.0695, 3.2086)  0.263
H (1.9862, 4.4681, 2.1012)  0.291
O (0.3142, 0.1444, -0.1025)  0.536
H (-0.6411, 0.1097, -0.0535)  0.839
H (0.5891, 0.4269, 0.7698)  -0.353

---

# 2
A structure of composition C24H39As3F5NO9P2W. Source: the OMol25 dataset; level of theory: ωB97M-V with the def2-TZVPD basis set.

Values from the calculation:
total charge	+1
2S+1	4
HOMO level (spin up / spin down)	-9.749 / -10.735	eV

Last column: Mulliken spin population.
CARTESIAN COORDINATES (ANGSTROEM)
W (0.1537, 0.0564, 1.0026)  2.061
C (-3.5853, -0.1975, -2.4278)  -0.001
C (-3.3816, -0.4858, -0.9417)  0.000
O (-4.5864, -0.9729, -0.3414)  0.002
P (-3.0097, 1.0251, 0.0117)  0.021
O (-2.6099, 2.1904, -0.9864)  0.002
O (-4.3884, 1.4756, 0.6182)  0.000
O (-1.9234, 0.9023, 1.0332)  0.074
P (-1.9475, -1.6270, -0.7266)  0.032
O (-2.1470, -2.0205, 0.8140)  0.022
O (-2.0090, -2.7738, -1.6378)  0.002
O (-0.7627, -0.6389, -0.7635)  0.006
H (-4.4064, 0.5051, -2.5851)  0.000
H (-3.8304, -1.1335, -2.9288)  0.000
H (-2.6731, 0.1917, -2.8816)  0.000
H (-4.7222, -1.8959, -0.5893)  0.000
H (-3.3275, 2.4837, -1.5658)  0.000
H (-5.0039, 0.7190, 0.6763)  0.001
H (-1.9789, -2.9571, 0.9801)  0.001
C (3.7383, -1.4093, 1.2952)  0.026
As (2.8160, 0.0685, 0.4579)  -0.011
C (3.5265, -0.1514, -1.3399)  -0.005
C (3.8534, 1.5189, 1.2426)  -0.020
C (3.7582, 2.9566, 0.7094)  -0.002
C (4.1326, 3.0135, -0.7753)  0.000
C (2.3855, 3.5910, 0.9101)  0.015
As (0.7500, 2.7166, 0.3616)  0.096
C (0.7456, 2.7281, -1.6168)  0.198
C (-0.5701, 4.0494, 0.7706)  0.003
C (4.7961, 3.8041, 1.4764)  0.000
As (4.7225, 4.3266, 3.3966)  0.000
C (3.5420, 3.0197, 4.2722)  -0.001
C (3.4256, 5.8030, 3.3194)  0.000
H (4.7972, -1.3439, 1.0489)  0.001
H (3.3260, -2.3438, 0.9190)  0.000
H (3.6206, -1.3761, 2.3763)  -0.002
H (4.5613, 0.1933, -1.3429)  -0.001
H (2.9746, 0.3705, -2.1206)  -0.004
H (3.4948, -1.2071, -1.5979)  -0.001
H (4.8896, 1.1808, 1.1571)  -0.003
H (3.5945, 1.4938, 2.2998)  0.008
H (3.4254, 2.4718, -1.4001)  -0.003
H (5.1237, 2.5872, -0.9448)  0.001
H (4.1536, 4.0484, -1.1232)  0.000
H (2.3733, 4.5731, 0.4290)  -0.006
H (2.1936, 3.7377, 1.9720)  -0.012
H (1.2475, 3.6363, -1.9525)  0.026
H (-0.2981, 2.7155, -1.9224)  -0.028
H (1.2431, 1.8426, -2.0073)  0.002
H (-0.1465, 5.0291, 0.5510)  0.001
H (-0.8034, 3.9719, 1.8289)  0.001
H (-1.4653, 3.8992, 0.1765)  -0.003
H (4.8932, 4.7763, 0.9798)  0.001
H (5.7707, 3.3224, 1.3611)  0.000
H (4.0550, 2.0649, 4.3858)  0.000
H (2.5784, 2.8681, 3.7838)  0.003
H (3.3609, 3.4177, 5.2714)  0.000
H (3.6820, 6.4680, 2.4944)  0.000
H (3.5153, 6.3697, 4.2451)  0.000
H (2.3913, 5.4774, 3.2139)  0.000
O (0.5679, 1.7378, 1.8918)  0.262
N (-0.1941, -0.4725, 3.1388)  0.092
C (0.7703, -1.0780, 3.8372)  0.024
C (0.7229, -1.2298, 5.2089)  -0.004
C (-0.3919, -0.7653, 5.8875)  0.007
C (-1.4030, -0.1549, 5.1655)  -0.004
C (-1.2620, -0.0112, 3.7962)  0.022
H (1.6007, -1.4621, 3.2673)  -0.006
H (1.5414, -1.7142, 5.7210)  0.001
H (-0.4724, -0.8785, 6.9607)  0.000
H (-2.2945, 0.2194, 5.6478)  0.000
H (-2.0137, 0.4858, 3.2040)  0.005
F (0.4474, -6.7743, -1.3034)  0.000
C (0.5315, -5.5852, -0.7153)  0.006
C (0.9479, -4.4753, -1.4256)  -0.002
F (1.2666, -4.5879, -2.7107)  0.000
C (1.0355, -3.2415, -0.8072)  0.013
F (1.4544, -2.2001, -1.5405)  -0.001
C (0.6991, -3.0559, 0.5322)  -0.007
O (0.7301, -1.9047, 1.1808)  0.092
C (0.2892, -4.2033, 1.2229)  -0.001
F (-0.0502, -4.0802, 2.5162)  0.000
C (0.2046, -5.4422, 0.6221)  -0.001
F (-0.1947, -6.4982, 1.3242)  0.000

---

# 3
A structure of composition C24H39BN5O8PSe2SiW. Source: the OMol25 dataset; level of theory: ωB97M-V with the def2-TZVPD basis set.

Values from the calculation:
total charge	+2
HOMO level	-14.595	eV

Last column: Mulliken charge in e.
CARTESIAN COORDINATES (ANGSTROEM)
W (0.2132, 0.1826, -0.2557)  0.838
C (3.5777, 1.1554, -1.9586)  -0.848
Se (1.7531, 0.8654, -2.5302)  0.522
C (1.3582, 2.6778, -3.1240)  -0.659
C (1.5609, 3.7135, -2.0400)  -1.055
Se (0.5730, 3.2720, -0.4204)  0.483
C (-1.0811, 4.1552, -0.9211)  -0.782
H (4.1381, 1.4262, -2.8515)  0.566
H (3.9308, 0.2072, -1.5674)  0.162
H (3.6412, 1.9398, -1.2122)  0.140
H (0.3287, 2.6543, -3.4786)  0.236
H (2.0045, 2.8614, -3.9838)  0.652
H (1.2120, 4.6931, -2.3663)  0.602
H (2.6073, 3.8189, -1.7630)  0.395
H (-1.4987, 3.7169, -1.8249)  0.270
H (-0.8638, 5.2104, -1.0688)  0.532
H (-1.7713, 4.0452, -0.0898)  0.070
C (-1.2867, 0.5147, -3.9552)  -1.947
C (-1.9782, 0.9993, -2.7204)  0.504
C (-3.2880, 1.4452, -2.8270)  -1.033
C (-4.0068, 1.7965, -1.6966)  -1.146
C (-3.4329, 1.6880, -0.4394)  -0.714
C (-2.1205, 1.2668, -0.3879)  0.171
N (-1.3983, 0.9992, -1.4989)  0.838
N (-1.3141, 0.9865, 0.7101)  1.174
Si (-2.0703, 1.0726, 2.3809)  0.677
C (-2.0873, 2.9021, 2.7345)  -1.144
C (-0.9853, 0.1833, 3.5921)  -0.654
C (-3.7767, 0.3317, 2.3923)  -1.501
H (-1.8348, -0.3461, -4.3450)  0.534
H (-0.2656, 0.1912, -3.8045)  0.077
H (-1.3159, 1.2842, -4.7280)  0.517
H (-3.7449, 1.4783, -3.8061)  0.636
H (-5.0320, 2.1301, -1.7908)  0.533
H (-3.9938, 1.9035, 0.4563)  0.523
H (-1.0867, 3.3393, 2.6795)  0.263
H (-2.4689, 3.0808, 3.7426)  0.440
H (-2.7362, 3.4540, 2.0507)  0.311
H (-1.3197, 0.4595, 4.5957)  0.520
H (0.0613, 0.4593, 3.5153)  -0.332
H (-1.0773, -0.8997, 3.5006)  0.172
H (-4.5377, 1.0994, 2.5484)  0.451
H (-3.8449, -0.3626, 3.2328)  0.524
H (-4.0258, -0.2315, 1.4961)  0.444
O (3.6239, -2.2593, 0.0678)  -0.592
C (2.4450, -2.0173, 0.0049)  -0.397
O (2.0245, -0.8226, -0.4150)  -0.197
C (1.3894, -3.0314, 0.2833)  1.867
C (1.6372, -4.3790, 0.0748)  -0.612
C (0.5879, -5.2676, 0.2087)  -0.686
C (-0.6963, -4.8609, 0.5015)  -0.491
C (-0.9280, -3.5117, 0.6960)  -0.043
C (0.1168, -2.5975, 0.6441)  -1.800
O (-0.0594, -1.2838, 0.9363)  -0.477
N (-2.3105, -3.0582, 0.8709)  0.935
O (-3.0821, -3.7949, 1.4259)  -0.594
O (-2.5873, -1.9688, 0.3888)  -0.479
N (0.8367, -6.7101, -0.0232)  1.037
O (1.9900, -7.0320, -0.1912)  -0.582
O (-0.0945, -7.4540, 0.1749)  -0.588
H (2.6217, -4.7299, -0.2035)  0.691
H (-1.5058, -5.5768, 0.5511)  0.672
B (-0.7938, -3.3727, -3.1450)  0.854
C (-0.4683, -2.1625, -2.2780)  -0.725
N (-0.2404, -1.2339, -1.6053)  0.275
H (-1.9646, -3.5902, -2.9258)  -0.015
H (-0.0516, -4.2565, -2.7932)  -0.095
H (-0.6049, -3.0100, -4.2839)  -0.065
C (2.5942, -0.8835, 2.8414)  -0.991
P (2.5653, 0.7605, 2.1411)  1.208
C (2.3416, 1.9852, 3.4208)  -1.041
C (4.1695, 1.0180, 1.4150)  -1.211
O (1.4036, 1.0061, 1.1126)  -0.305
H (3.1583, -0.8133, 3.7750)  0.627
H (3.1268, -1.5629, 2.1760)  0.335
H (1.6010, -1.2660, 3.0580)  0.156
H (3.1452, 1.8934, 4.1530)  0.510
H (1.3850, 1.8622, 3.9255)  0.343
H (2.3834, 2.9767, 2.9686)  0.364
H (4.9059, 0.9029, 2.2146)  0.527
H (4.2599, 2.0226, 1.0061)  0.319
H (4.3594, 0.2588, 0.6556)  0.308